No. 1
Entry from the OMol25 dataset: a single C9H8N2 molecule at a distorted geometry (ωB97M-V with the def2-TZVPD basis set).

- Maximum force: 0.26044 Eh/bohr
- Calculated total energy: -457.160228 hartree
- E_LUMO: 0.81 eV
- Energy above the lowest of the compared OMol25 structures with the same formula, charge and spin: 74.3 kcal/mol
- HOMO level: -8.78 eV
- SMILES: c1ccc(-c2ncc[nH]2)cc1
- Net charge: 0

Element x y z (Å)
C  -3.100  0.053  -0.003
C  -2.416  -1.126  -0.386
C  -0.990  -1.164  -0.381
C  -0.339  0.107  -0.121
C  -1.024  1.230  0.182
C  -2.389  1.206  0.288
C  1.244  0.164  -0.101
C  3.292  -0.534  0.304
C  3.285  0.622  -0.416
H  -4.161  -0.038  -0.022
H  -2.898  -1.851  -0.681
H  -0.400  -1.806  -0.618
H  -0.455  2.254  0.629
H  -3.190  2.052  0.405
H  1.496  -1.513  1.054
H  3.942  -1.235  0.729
H  4.225  1.336  -0.632
N  1.938  -0.806  0.451
N  1.942  1.047  -0.681

No. 2
Entry from the OMol25 dataset: a single C5H6O molecule at a distorted geometry (ωB97M-V with the def2-TZVPD basis set).

- Maximum force: 0.02068 Eh/bohr
- Calculated total energy: -269.231209 hartree
- E_LUMO: 0.91 eV
- Energy above the lowest of the compared OMol25 structures with the same formula, charge and spin: 72.2 kcal/mol
- HOMO level: -8.81 eV
- SMILES: C#C[C@@H]1C[C@@H]1O
- Net charge: 0

Element x y z (Å)
O  -1.658  1.433  -0.010
C  -1.153  0.243  0.508
C  -0.701  -0.881  -0.326
C  0.355  -0.419  0.635
C  1.609  0.030  0.089
C  2.586  0.472  -0.464
H  -1.624  1.468  -0.976
H  -1.686  0.066  1.439
H  -0.502  -0.571  -1.354
H  -1.034  -1.896  -0.199
H  0.430  -0.962  1.582
H  3.378  1.017  -0.924

No. 3
Entry from the OMol25 dataset: a single C2H5NOS molecule at a distorted geometry (ωB97M-V with the def2-TZVPD basis set).

- Maximum force: 0.07247 Eh/bohr
- Calculated total energy: -607.303817 hartree
- E_LUMO: 0.74 eV
- Energy above the lowest of the compared OMol25 structures with the same formula, charge and spin: 64.6 kcal/mol
- HOMO level: -8.55 eV
- SMILES: CC(=S)NO
- Net charge: 0

Element x y z (Å)
C  -1.403  -0.366  0.061
C  -0.099  0.418  -0.074
H  -2.305  0.262  0.372
H  -1.405  -1.019  -0.863
H  -1.243  -1.073  0.988
H  0.972  -1.264  -0.469
H  2.277  1.091  -0.026
N  0.978  -0.287  -0.126
O  2.175  0.184  0.157
S  0.051  2.054  -0.020

Number 1: gap between HOMO and LUMO 9.59 eV. Number 2: gap between HOMO and LUMO 9.73 eV. Number 3: gap between HOMO and LUMO 9.28 eV.